1.
The following is a DFT calculation (ωB97M-V with the def2-TZVPD basis set) of a 2-piece molecular cluster, C2H5IO overall at a distorted geometry.

maximum force: 4.5 eV Å⁻¹
Kohn-Sham gap: 9.71 eV
structure (SMILES): C=O.CI
2S+1: 1
energy relative to the best compared isomer or geometry (same formula, charge and spin): 1.254 eV
charge: 0
LUMO: 0.0092 hartree
E: -12301.6195 eV

CARTESIAN COORDINATES (ANGSTROEM)
C1 -1.022 1.595 -0.327
O1 -1.616 0.638 0.024
H1 -0.185 2.130 0.329
H2 -1.399 2.060 -1.361
C2 0.687 -1.517 0.361
I1 2.013 0.127 -0.331
H3 -0.120 -1.631 -0.365
H4 0.320 -1.124 1.257
H5 1.323 -2.278 0.414

Löwdin population analysis, charges in e, atoms 1 to 4:
1. C -0.273
2. O -0.048
3. H 0.068
4. H 0.111

***

2.
The following is a DFT calculation (ωB97M-V with the def2-TZVPD basis set) of C5H8FO4Tl as an isolated structure at a distorted geometry.

maximum force: 3.3 eV Å⁻¹
Kohn-Sham gap: 9.51 eV
2S+1: 1
energy relative to the best compared isomer or geometry (same formula, charge and spin): 0.959 eV
charge: 0
LUMO: 0.0201 hartree
E: -20914.7470 eV

CARTESIAN COORDINATES (ANGSTROEM)
O1 0.417 0.034 -1.038
C1 1.278 -0.925 -0.957
C2 0.997 -1.732 0.298
O2 0.518 -0.769 1.218
C3 -0.490 0.033 0.712
O3 -1.602 -0.706 0.503
O4 -0.534 1.200 1.131
C4 -2.782 -0.013 0.073
H1 1.912 -2.182 0.699
F1 2.774 0.120 -0.615
H2 1.513 -1.499 -1.866
H3 0.247 -2.508 0.086
H4 -3.604 -0.698 0.313
H5 -2.896 0.896 0.678
C5 -2.762 0.311 -1.408
H6 -3.741 0.711 -1.703
H7 -1.996 1.061 -1.640
H8 -2.552 -0.592 -1.997
Tl1 1.454 1.816 0.138

Löwdin population analysis, charges in e, atoms 1 to 4:
1. O -0.200
2. C -0.216
3. C -0.105
4. O -0.013

***

3.
The following is a DFT calculation (ωB97M-V with the def2-TZVPD basis set) of C4H7NO as an isolated structure at a distorted geometry.

maximum force: 4.6 eV Å⁻¹
Kohn-Sham gap: 9.93 eV
2S+1: 1
energy relative to the best compared isomer or geometry (same formula, charge and spin): 3.415 eV
charge: 0
LUMO: 0.0341 hartree
E: -7796.2298 eV

CARTESIAN COORDINATES (ANGSTROEM)
C1 1.286 0.331 0.577
C2 0.501 -0.060 -0.696
C3 -0.545 -1.060 -0.173
N1 -1.218 0.088 0.477
C4 -0.581 0.981 -0.500
O1 -0.842 2.093 -0.844
H1 1.940 -0.489 0.893
H2 1.953 1.190 0.323
H3 0.073 0.370 1.273
H4 0.966 -0.228 -1.677
H5 -0.157 -1.841 0.488
H6 -1.201 -1.469 -0.937
H7 -2.174 0.094 0.797

Löwdin population analysis, charges in e, atoms 1 to 4:
1. C -0.091
2. C -0.248
3. C -0.144
4. N -0.020

***

4.
The following is a DFT calculation (ωB97M-V with the def2-TZVPD basis set) of a 13-piece molecular cluster, C26H78O13 overall at a distorted geometry.

maximum force: 11.2 eV Å⁻¹
Kohn-Sham gap: 8.95 eV
2S+1: 1
energy relative to the best compared isomer or geometry (same formula, charge and spin): 15.907 eV
charge: 0
LUMO: 0.0130 hartree
E: -54827.7618 eV

CARTESIAN COORDINATES (ANGSTROEM)
C1 -3.706 3.928 0.718
C2 -4.227 3.147 1.899
O1 -3.299 2.879 2.918
H1 -3.454 4.956 0.895
H2 -4.612 4.176 0.043
H3 -2.844 3.470 0.073
H4 -4.482 2.353 1.461
H5 -5.165 3.664 2.290
H6 -3.792 2.823 3.828
C3 1.689 -2.025 -4.571
C4 1.178 -2.132 -3.045
O2 1.470 -1.002 -2.336
H7 2.903 -1.938 -4.393
H8 1.238 -1.093 -4.945
H9 1.244 -2.979 -5.387
H10 1.676 -2.977 -2.626
H11 0.164 -2.280 -3.078
H12 1.127 -1.239 -1.579
C5 0.805 -2.673 4.850
C6 0.669 -1.233 4.421
O3 -0.474 -0.641 4.912
H13 1.684 -2.913 4.429
H14 0.207 -3.269 4.329
H15 1.004 -2.830 5.806
H16 0.860 -1.103 3.364
H17 1.553 -0.872 4.749
H18 -0.259 0.437 4.842
C7 1.419 2.459 4.778
C8 0.193 2.942 4.015
O4 -0.755 1.824 3.800
H19 1.804 1.431 4.429
H20 1.166 2.257 5.962
H21 2.195 3.088 4.887
H22 0.501 3.179 2.979
H23 -0.322 3.750 4.404
H24 -1.485 2.002 3.300
C9 2.425 3.513 -3.790
C10 1.850 2.140 -3.508
O5 2.828 1.223 -3.392
H25 1.621 4.238 -3.985
H26 2.980 3.569 -4.722
H27 3.201 3.831 -2.996
H28 1.152 1.826 -4.206
H29 1.331 2.207 -2.539
H30 2.197 0.401 -3.053
C11 -1.242 0.502 -0.758
C12 -0.118 0.559 0.327
O6 0.650 -0.572 0.301
H31 -2.063 -0.072 -0.540
H32 -0.996 0.250 -1.775
H33 -1.827 1.380 -0.559
H34 -0.520 0.726 1.304
H35 0.392 1.507 0.045
H36 1.395 -0.377 0.995
C13 -2.869 -2.281 -3.604
C14 -2.917 -3.726 -3.612
O7 -2.068 -4.124 -4.762
H37 -3.330 -2.058 -4.491
H38 -1.887 -1.824 -3.483
H39 -3.504 -1.953 -2.805
H40 -3.867 -4.269 -3.889
H41 -2.521 -4.335 -2.796
H42 -2.016 -5.005 -5.008
C15 3.027 -3.179 0.267
C16 3.579 -3.785 1.580
O8 4.275 -2.791 2.257
H43 2.847 -3.899 -0.247
H44 3.716 -2.571 -0.349
H45 2.024 -2.666 0.421
H46 4.311 -4.624 1.235
H47 2.886 -4.333 2.085
H48 5.179 -2.717 1.920
C17 -4.234 -1.174 1.733
C18 -3.229 -0.819 2.720
O9 -2.494 -1.799 3.200
H49 -4.928 -1.953 2.104
H50 -3.776 -1.586 0.852
H51 -4.812 -0.204 1.430
H52 -3.676 -0.152 3.741
H53 -2.456 -0.122 2.246
H54 -1.770 -1.548 3.680
C19 2.033 4.136 0.033
C20 0.783 4.827 -0.560
O10 0.953 6.118 -0.109
H55 1.906 3.226 -0.574
H56 1.901 4.110 1.060
H57 2.905 4.696 -0.293
H58 0.002 4.343 -0.156
H59 0.984 4.576 -1.851
H60 0.120 6.760 -0.148
C21 -1.932 2.276 -3.943
C22 -1.900 0.912 -4.663
O11 -1.137 0.974 -5.910
H61 -2.714 2.767 -4.554
H62 -1.019 2.775 -4.218
H63 -2.186 2.122 -2.971
H64 -2.709 0.392 -4.749
H65 -1.097 0.185 -4.106
H66 -1.127 0.270 -6.502
C23 4.064 0.735 0.484
C24 3.589 0.834 2.043
O12 2.801 -0.401 2.125
H67 4.714 1.540 0.278
H68 3.242 0.577 -0.146
H69 4.677 -0.082 0.226
H70 2.911 1.628 2.321
H71 4.364 0.723 2.659
H72 3.367 -1.162 2.240
C25 -0.557 -5.214 0.105
C26 -0.739 -3.854 0.915
O13 -2.013 -3.864 1.523
H73 -0.950 -6.083 0.703
H74 0.412 -5.232 -0.296
H75 -1.227 -5.247 -0.686
H76 -0.733 -2.949 0.121
H77 -0.108 -3.173 1.401
H78 -2.206 -3.134 2.152

Löwdin population analysis, charges in e, atoms 1 to 4:
1. C -0.086
2. C -0.330
3. O -0.100
4. H 0.048

***

5.
The following is a DFT calculation (ωB97M-V with the def2-TZVPD basis set) of a 2-piece molecular cluster, CH5NOP overall at a distorted geometry.

maximum force: 3.8 eV Å⁻¹
Kohn-Sham gap (alpha / beta): 9.02 / 3.45 eV
2S+1: 1
energy relative to the best compared isomer or geometry (same formula, charge and spin): 5.989 eV
charge: +1
LUMO (alpha / beta): -0.2349 / -0.3320 hartree
E: -13930.9185 eV

CARTESIAN COORDINATES (ANGSTROEM)
C1 -1.253 0.630 -1.772
N1 -1.545 0.574 -0.404
O1 -0.770 0.242 0.432
P1 2.274 -0.854 2.164
H1 -0.266 0.240 -2.039
H2 -1.345 1.682 -2.067
H3 -2.064 0.118 -2.299
H4 1.744 -0.801 3.467
H5 3.225 -1.831 2.519

Löwdin population analysis, charges in e, atoms 1 to 4:
1. C -0.014
2. N 0.045
3. O 0.174
4. P 0.790

***

6.
The following is a DFT calculation (ωB97M-V with the def2-TZVPD basis set) of a 2-piece molecular cluster, C24H22F2O overall at a distorted geometry.

maximum force: 1.1 eV Å⁻¹
Kohn-Sham gap: 2.37 eV
2S+1: 1
energy relative to the best compared isomer or geometry (same formula, charge and spin): 0.000 eV
charge: 0
LUMO: -0.1178 hartree
E: -32723.8585 eV

CARTESIAN COORDINATES (ANGSTROEM)
C1 -3.455 -4.494 3.287
C2 -2.195 -3.750 3.064
C3 -1.348 -4.110 2.017
F1 -1.741 -5.171 1.237
C4 -0.167 -3.464 1.717
C5 0.269 -2.393 2.556
C6 1.475 -1.662 2.434
C7 2.574 -1.830 1.558
C8 2.744 -2.869 0.591
C9 3.869 -2.863 -0.207
F2 4.009 -3.839 -1.165
C10 4.898 -1.929 -0.106
C11 6.078 -2.024 -0.996
C12 4.755 -0.922 0.860
C13 3.635 -0.871 1.663
C14 -0.611 -2.008 3.622
C15 -1.801 -2.663 3.860
H1 -3.977 -4.072 4.148
H2 -4.126 -4.434 2.423
H3 -3.272 -5.555 3.489
H4 0.403 -3.771 0.847
H5 1.581 -0.842 3.146
H6 2.017 -3.667 0.481
H7 6.813 -1.271 -0.705
H8 6.555 -3.008 -0.938
H9 5.814 -1.846 -2.045
H10 5.548 -0.176 0.965
H11 3.534 -0.088 2.415
H12 -0.309 -1.169 4.249
H13 -2.455 -2.347 4.677
C16 3.403 3.024 3.121
C17 1.904 3.240 3.117
C18 1.179 2.839 4.285
C19 -0.221 3.001 4.428
C20 -1.026 3.479 3.351
C21 -2.387 3.687 3.496
C22 -3.007 3.427 4.728
C23 -2.245 2.935 5.805
C24 -0.880 2.714 5.663
O1 1.389 3.763 2.103
H14 3.684 2.133 3.689
H15 3.754 2.933 2.090
H16 3.900 3.891 3.575
H17 1.753 2.456 5.130
H18 -0.521 3.704 2.416
H19 -2.960 4.059 2.644
H20 -4.077 3.605 4.847
H21 -2.728 2.727 6.763
H22 -0.273 2.332 6.489

Löwdin population analysis, charges in e, atoms 1 to 4:
1. C -0.032
2. C -0.200
3. C -0.200
4. F 0.055